A cluster of 2 separate species, CH2ClNOS2 in total. Source: OMol25; level of theory: the ωB97M-V functional and the def2-TZVPD basis.

Structure (XYZ):
```
8
Properties=species:S:1:pos:R:3:forces:R:3
H -1.8121 -0.6423 -0.1889 0.196 -0.334 0.207
C 0.4815 -0.6104 -0.6289 -6.381 -1.343 -1.660
S -0.8973 -1.2947 0.5687 0.175 0.636 -0.291
O 0.1296 -0.5089 -1.7600 0.654 0.961 -0.929
S 2.5250 -0.1057 0.9125 1.191 0.883 1.033
Cl -0.3872 2.2086 0.4381 -1.015 -0.174 0.227
H -1.5907 1.7223 0.6752 1.082 0.406 -0.176
N 1.5512 -0.7688 -0.0167 4.098 -1.034 1.588
```
Positions in Å, forces in eV/Å.

For the HOMO energy (spin up / spin down), the calculation gives -9.33 / -9.45 eV. The SMILES is O=C(S)N=S.Cl. The calculation puts the energy above the lowest of the compared OMol25 structures with the same formula, charge and spin at 156.05 kJ/mol.